Here is the molecule C5H9N from the Open Molecules 2025 dataset. Energies are from wB97M-V/def2-TZVPD.

Computed properties:
charge	0
E_LUMO	0.9	eV
Kohn-Sham gap	0.454	Eh
SMILES	CC(C)CC#N
energy above the lowest of the compared OMol25 structures with the same formula, charge and spin	3.3	kcal per mole

The geometry in XYZ format:
```
15
Properties=species:S:1:pos:R:3:lowdin_charge:R:1
C 0.36 0.38 -1.46 -0.0877
C 0.63 0.00 -0.01 -0.4270
C 0.23 1.13 0.97 -0.0709
C -0.12 -1.31 0.34 -0.1663
C -1.57 -1.07 0.48 -0.2416
N -2.70 -0.85 0.59 0.1495
H 0.67 -0.41 -2.15 0.0784
H 0.88 1.30 -1.73 0.0816
H -0.72 0.56 -1.61 0.0828
H 1.70 -0.22 0.10 0.1296
H -0.38 1.88 0.46 0.0811
H 1.10 1.64 1.40 0.0757
H -0.37 0.74 1.79 0.0711
H 0.25 -1.72 1.28 0.1240
H 0.03 -2.06 -0.44 0.1196
```